# 1
A single C22H34N2O2 molecule, computed with ωB97M-V/def2-TZVPD.

Structure (XYZ):
```
60
Properties=species:S:1:pos:R:3:forces:R:3
C -0.894964 -3.808149 2.014879 0.0 0.3 0.0
C -0.818540 -2.341971 1.583897 0.2 -0.3 0.2
N -1.151551 -2.166416 0.186818 -0.1 0.1 0.0
C -2.538007 -1.872116 -0.119846 -0.2 0.2 -0.1
C -2.886419 -0.411393 0.187055 -0.1 -0.3 -0.4
C -4.381520 -0.121825 0.102599 0.2 0.1 0.3
C -4.604018 1.335971 0.496407 -0.1 0.0 -0.3
C -3.740687 2.264350 -0.354617 -0.1 0.1 0.3
N -2.339736 1.897140 -0.263662 -0.1 0.0 -0.2
C -1.500936 2.914358 -0.880681 0.1 0.1 -0.1
C -0.039405 2.536813 -1.127183 -0.3 0.0 0.1
C 0.763779 2.020264 0.038865 0.0 0.0 0.1
C 0.200391 1.630008 1.242118 -0.1 0.1 0.0
C 0.997016 1.072757 2.231043 0.2 0.0 0.0
C 2.351603 0.907833 2.038900 0.1 0.0 0.0
C 2.936149 1.330886 0.845318 0.0 0.0 0.0
O 4.287879 1.142087 0.745640 -0.3 -0.1 0.3
C 4.955955 1.636993 -0.388082 0.1 0.1 -0.2
C 2.139013 1.886750 -0.142976 0.3 0.0 0.0
C -2.145982 0.543802 -0.748641 0.1 -0.1 0.3
C -0.249516 -2.189648 -0.833146 -0.1 0.0 0.0
O -0.607923 -2.007604 -1.989331 0.0 0.1 -0.3
C 1.156318 -2.449520 -0.453675 0.2 -0.1 0.0
C 2.227000 -1.945687 -1.071024 0.0 0.0 0.0
C 2.165537 -1.028654 -2.248486 -0.2 0.0 0.0
C 3.608164 -2.238146 -0.568422 -0.1 -0.1 0.1
H -0.206044 -4.420261 1.438506 0.1 -0.1 0.0
H -0.646403 -3.899535 3.069144 0.0 -0.1 0.1
H -1.899187 -4.195364 1.860217 -0.1 -0.1 0.0
H -1.530965 -1.762964 2.176261 0.1 0.1 0.0
H 0.174918 -1.932191 1.779361 -0.1 0.0 0.0
H -3.180559 -2.539368 0.462872 0.0 0.0 0.0
H -2.685088 -2.073919 -1.183074 -0.1 0.0 0.1
H -2.557889 -0.180235 1.206421 0.0 0.0 0.0
H -4.943088 -0.781548 0.767881 0.0 -0.1 0.0
H -4.731945 -0.291920 -0.917823 0.0 -0.1 -0.1
H -5.653556 1.610730 0.376646 0.0 0.0 0.0
H -4.334117 1.468909 1.545770 0.0 0.0 0.1
H -3.850659 3.292588 0.002260 0.0 0.0 -0.1
H -4.092564 2.231176 -1.403739 0.0 0.0 0.0
H -1.916877 3.222548 -1.859150 0.0 0.0 0.1
H -1.537097 3.787967 -0.218963 0.0 0.0 -0.1
H 0.452628 3.432095 -1.520424 0.0 -0.1 0.0
H 0.006507 1.784579 -1.921317 0.0 0.0 0.0
H -0.858397 1.751465 1.397079 -0.1 0.0 0.0
H 0.551113 0.760744 3.164492 0.0 0.0 0.1
H 2.982173 0.467166 2.794823 0.1 0.0 0.1
H 4.634297 1.129648 -1.304218 0.0 0.0 0.0
H 4.810618 2.716006 -0.502031 0.0 0.0 0.0
H 6.012523 1.432437 -0.220595 -0.1 0.0 -0.1
H 2.568839 2.223525 -1.075069 0.1 0.0 -0.1
H -1.084925 0.304810 -0.723720 0.0 0.0 -0.1
H -2.509040 0.409784 -1.782075 0.0 0.0 0.0
H 1.313780 -3.110425 0.385071 0.1 0.0 0.1
H 1.144086 -0.905635 -2.590916 0.0 0.1 -0.1
H 2.580209 -0.057468 -1.981613 0.1 0.1 0.0
H 2.760854 -1.436087 -3.064863 0.1 0.0 -0.1
H 3.602209 -3.026140 0.180378 0.0 -0.1 0.1
H 4.031462 -1.341310 -0.116150 0.1 0.1 0.0
H 4.258641 -2.535421 -1.389458 0.1 0.0 -0.1
```
Forces are in eV/Å.

Calculated values
maximum force: 0.47 eV/Å
SMILES: CCN(C[C@@H]1CCCN(CCc2cccc(OC)c2)C1)C(=O)C=C(C)C
highest occupied orbital energy: -8.4 eV
spin multiplicity: 1
DFT total energy: -1118.69312 hartree
gap between HOMO and LUMO: 9.16 eV

=====

# 2
A single C3H3N3 molecule at a distorted geometry, computed with ωB97M-V/def2-TZVPD.

Structure (XYZ):
```
9
Properties=species:S:1:pos:R:3:forces:R:3
C -2.349032 -0.399144 0.095427 1.6 -5.3 -1.9
N -1.025125 -0.466245 -0.117330 -5.6 1.9 0.2
N -0.572294 0.865578 -0.008982 -3.3 -0.1 0.7
C 0.647862 0.857588 -0.055104 -0.5 4.6 0.3
C 1.417274 -0.187415 -0.125438 12.9 -9.0 2.0
N 2.517676 -0.713715 0.140092 -7.7 2.9 -2.2
H -2.892428 -1.437225 -0.243359 1.4 2.5 1.3
H -3.071724 0.299764 0.519132 1.0 0.8 -0.3
H 1.225719 1.711971 0.138456 0.3 1.7 -0.1
```
Forces are in eV/Å.

Calculated values
maximum force: 15.89 eV/Å
SMILES: C=N/N=C\C#N
highest occupied orbital energy: -10.3 eV
spin multiplicity: 1
DFT total energy: -280.22000 hartree
gap between HOMO and LUMO: 9.60 eV

=====

# 3
9 unconnected molecules or ions with the total composition H18O9 at a distorted geometry, computed with ωB97M-V/def2-TZVPD.

Structure (XYZ):
```
27
Properties=species:S:1:pos:R:3:forces:R:3
O 1.032334 -2.469100 -0.730025 0.1 0.3 0.7
H 1.494779 -2.033287 0.045345 -0.6 -0.2 -1.4
H 0.865946 -1.798026 -1.451128 0.5 -0.2 1.0
O 2.064185 -0.528567 1.205526 -0.3 0.3 -0.3
H 1.177703 -0.301989 1.572166 -0.1 -0.4 0.0
H 2.615955 -0.602284 1.975807 0.5 -0.1 0.4
O 0.552786 -0.423003 -2.376003 -1.9 0.0 -2.4
H -0.336822 0.038244 -2.001334 1.4 -1.4 -1.1
H 0.421592 -0.748214 -3.363670 0.1 1.4 3.2
O -1.482064 -2.234383 0.305891 -2.2 -2.5 -1.2
H -0.653426 -2.516779 -0.141920 0.6 0.2 0.0
H -2.123632 -3.001582 0.058203 1.5 2.1 0.9
O -1.798134 0.110688 -1.305162 -0.7 0.8 1.4
H -2.094734 0.719643 -0.548669 0.7 -0.8 -1.2
H -1.866252 -0.773787 -0.891828 0.1 0.2 0.0
O -0.421675 -0.633701 2.214299 -0.7 1.2 0.0
H -0.835153 -1.366456 1.734695 0.0 -0.1 -0.1
H -1.030241 0.125670 2.026519 0.6 -0.6 0.2
O -1.838762 1.767100 1.051366 0.0 2.8 -0.9
H -1.107464 2.350329 0.545836 -1.0 -1.3 1.4
H -2.477525 2.495501 1.330925 1.1 -1.6 -0.4
O 2.036036 1.366107 -0.909654 -0.2 -1.2 0.4
H 2.304448 0.772322 -0.155926 -0.3 0.6 -0.8
H 1.613116 0.724489 -1.542405 0.5 0.7 0.4
O 0.323133 3.145446 0.309317 -0.1 0.4 0.9
H 0.876292 2.483207 -0.171468 0.5 0.1 0.3
H 0.687579 3.332410 1.213295 -0.2 -0.6 -1.5
```
Forces are in eV/Å.

Calculated values
maximum force: 3.48 eV/Å
SMILES: O.O.O.O.O.O.O.O.O
highest occupied orbital energy: -11.0 eV
spin multiplicity: 1
DFT total energy: -687.99403 hartree
gap between HOMO and LUMO: 11.41 eV

=====

# 4
A single C5H5Br molecule at a distorted geometry, computed with ωB97M-V/def2-TZVPD.

Structure (XYZ):
```
11
Properties=species:S:1:pos:R:3:forces:R:3
Br 0.836525 3.041901 -1.522399 -0.9 -1.1 -0.1
C 0.168294 1.246277 -1.923802 -3.2 -1.3 -0.7
C -0.914684 0.473494 -1.432994 3.3 2.0 0.6
C -1.127398 -0.222829 -0.340324 1.7 -0.9 0.4
C -1.445706 -1.181653 0.723886 2.1 1.6 0.7
C -0.172947 -0.189087 0.922589 -2.3 -0.3 -1.6
H 0.443000 0.953592 -2.948431 0.6 0.1 0.7
H -2.258449 -1.150510 1.379555 -1.5 1.1 0.8
H -1.201335 -2.226837 0.797129 0.7 -0.3 -1.4
H -0.415910 0.836876 1.264955 0.5 -1.0 0.5
H 0.890547 -0.489438 0.873462 -1.0 -0.1 0.0
```
Forces are in eV/Å.

Calculated values
maximum force: 3.92 eV/Å
SMILES: BrC=C=C1CC1
highest occupied orbital energy: -8.4 eV
spin multiplicity: 1
DFT total energy: -2767.33128 hartree
gap between HOMO and LUMO: 8.08 eV

=====

# 5
A molecular structure, C21H31Cl5P2Sr at a distorted geometry, computed with ωB97M-V/def2-TZVPD.

Structure (XYZ):
```
60
Properties=species:S:1:pos:R:3:forces:R:3
P 0.393608 -1.866932 -3.695128 -0.1 -0.2 -0.4
P 0.223834 1.332316 -3.584479 0.0 0.2 -0.4
C -0.002780 -0.938785 -5.276484 0.1 -0.2 0.3
C 0.495390 0.509684 -5.248652 0.0 0.2 0.3
H -1.097094 -0.978576 -5.391995 0.3 0.1 0.0
H 0.453931 -1.492477 -6.109551 -0.3 0.1 0.1
H 1.577595 0.560034 -5.445758 -0.3 -0.1 0.0
H -0.023204 1.115198 -6.005970 0.3 -0.1 0.0
C -1.370822 2.183525 -3.948831 0.0 0.0 0.1
H -1.578047 2.876029 -3.123393 -0.1 -0.1 -0.2
H -2.174894 1.439047 -3.994487 0.1 0.2 0.0
H -1.318309 2.738700 -4.895347 -0.1 -0.1 0.2
C 1.358149 2.757573 -3.809423 0.0 0.0 0.0
H 1.169927 3.282637 -4.754623 0.1 0.0 0.2
H 2.388604 2.385034 -3.787289 -0.1 0.2 0.0
H 1.210937 3.442687 -2.966798 0.1 0.0 -0.2
C -0.751467 -3.282087 -3.930313 0.0 0.0 0.0
H -0.539998 -4.020144 -3.148387 -0.1 0.0 -0.2
H -0.633922 -3.742040 -4.919804 -0.1 0.0 0.2
H -1.777758 -2.918738 -3.805580 0.1 -0.2 0.0
C 1.956551 -2.681946 -4.235594 0.0 0.0 0.1
H 2.753367 -1.930660 -4.290919 -0.1 -0.2 0.0
H 1.834447 -3.173728 -5.210247 0.1 0.1 0.2
H 2.226001 -3.425695 -3.475542 0.1 0.1 -0.2
Sr 0.362823 -0.248736 3.330141 0.5 -0.4 1.5
C 0.849959 1.280048 1.193061 -1.1 0.1 -0.6
C -0.501738 1.172179 1.136947 0.9 0.3 -0.4
C -1.270683 0.295463 0.173090 -0.4 0.1 -0.3
C -1.631283 -1.151518 0.610505 -0.6 0.2 0.1
C -0.600545 -1.977934 1.320740 1.8 -0.4 -1.2
C 0.746037 -1.897302 1.101214 -1.8 -0.3 -0.4
C 1.389538 -1.030160 0.044447 0.4 -0.1 -0.5
C 1.820618 0.408103 0.428612 0.4 -0.1 0.0
C 0.310739 -2.346576 4.712782 -0.2 0.8 -0.7
H 1.330637 1.974586 1.905760 -0.5 -0.2 -0.4
H -1.130342 1.760737 1.821231 0.4 0.0 -0.2
H -0.797082 0.260149 -0.819896 0.0 0.2 0.4
H -2.241112 0.794351 0.024336 0.3 -0.1 -0.1
H -2.514733 -1.140759 1.268641 0.2 0.2 -0.2
H -1.992755 -1.645239 -0.311273 0.3 -0.1 0.4
H -0.991395 -2.752635 1.979023 0.2 0.2 0.2
H 1.412717 -2.578920 1.629728 -0.2 0.1 0.2
H 0.808585 -0.991528 -0.890259 0.0 -0.1 0.5
H 2.317832 -1.553896 -0.242243 -0.2 0.2 0.0
H 2.736876 0.343047 1.037324 -0.1 0.1 -0.1
H 2.133486 0.888787 -0.514239 -0.1 0.1 0.3
H 1.078854 -1.864688 5.345632 -0.4 -0.8 0.2
H 0.602547 -3.179169 4.069744 0.0 -0.2 0.7
H -0.743565 -2.271750 5.032893 0.7 -0.4 0.2
Cl -2.827329 0.015389 4.611006 -0.4 0.3 0.3
C -1.821501 1.152967 5.503863 0.7 1.8 1.7
C -0.551601 1.327205 5.037455 0.4 -0.7 -1.0
C 0.438394 2.060840 5.618502 -2.2 0.7 1.6
Cl 2.038571 1.942067 4.868249 0.2 0.4 0.4
C 0.109849 2.839749 6.773750 -0.2 -1.1 -1.3
Cl 1.303723 3.853279 7.472756 -0.1 0.1 0.3
C -1.231596 2.745694 7.260190 0.3 -0.6 -0.9
Cl -1.675987 3.685902 8.613214 -0.1 0.2 0.4
C -2.216322 1.897132 6.665029 1.1 -0.7 -1.4
Cl -3.826261 1.762477 7.242618 0.0 0.2 0.3
```
Forces are in eV/Å.

Calculated values
maximum force: 2.82 eV/Å
highest occupied orbital energy: -5.9 eV
spin multiplicity: 1
DFT total energy: -3833.01553 hartree
gap between HOMO and LUMO: 5.87 eV